A 9-piece molecular cluster, C9H36N18O9 overall at a distorted geometry, computed with the ωB97M-V functional and the def2-TZVPD basis.

The geometry in XYZ format:
```
72
Properties=species:S:1:pos:R:3:forces:R:3:lowdin_spin:R:1
H 3.33373 -2.39419 0.62871 -0.62 0.71 -0.06 0.00
H 0.90639 1.40842 -5.65507 0.08 0.05 0.30 0.08
H -3.35562 0.23847 -2.28574 0.54 0.29 0.08 0.01
H -3.24851 -1.08010 5.38263 -0.14 0.36 -0.12 0.00
N 4.07723 -1.00815 -2.79112 1.89 -2.48 -3.30 0.04
H 2.88426 0.53683 -0.49950 -0.03 1.19 -0.22 0.00
N 3.29086 -2.30232 1.63361 -0.61 1.21 -1.21 0.00
H -1.05076 0.18519 -1.78994 0.74 0.78 -0.81 0.00
H 3.61846 2.78428 -4.03288 0.03 0.11 -0.50 0.07
C -3.02236 -3.11265 1.24831 -0.61 -0.32 2.81 0.00
H 0.71557 0.52546 -1.64393 -0.45 0.14 -0.52 0.00
H 4.73698 -5.05714 1.93792 0.00 0.43 0.03 0.00
C 3.36558 -0.80114 -1.72042 1.45 -1.16 -1.66 0.04
H 4.15108 -1.98419 -3.04013 0.03 0.24 -0.26 0.01
H -2.24696 -0.29066 2.24440 -0.33 0.63 -0.22 0.00
O -3.20047 -3.70502 2.31244 0.30 -0.89 -0.46 0.00
N 0.12513 -0.99741 5.37175 -1.75 1.23 -1.06 0.00
H -4.39198 -1.60329 1.48427 0.46 -0.22 0.26 0.00
H 0.77897 -0.63097 1.52134 -0.01 0.08 0.05 0.00
N -1.03279 3.44457 -1.58206 -1.13 -3.83 -0.85 0.00
O -1.69037 4.96148 -0.02698 -0.12 -0.42 -0.20 0.00
H 2.86781 -1.50421 2.08544 0.06 -0.19 -0.01 0.00
N 3.26303 0.43249 -1.42996 -1.46 4.16 2.75 0.02
H 2.54251 -2.45735 4.51055 1.31 -1.00 0.83 0.00
H -3.40549 -1.56574 0.08794 -0.28 0.42 0.55 0.00
N 1.82173 -2.16396 5.15437 5.38 -4.67 0.39 0.00
H -0.48630 -0.34659 4.89986 -0.95 -0.07 1.08 0.00
N -2.20253 -3.38475 0.25728 2.06 -2.27 -1.45 0.00
H -1.83965 2.85830 -1.42279 0.53 -0.20 0.24 0.00
O -1.36804 0.00766 0.60760 -1.91 -0.13 -0.46 0.00
H 4.18621 -4.23684 0.53730 -0.11 0.09 0.34 0.00
N -3.67452 2.48214 -4.15148 -3.11 5.75 -5.51 0.01
N -0.15187 0.11005 -1.33557 -1.75 -0.19 -1.52 0.00
H 0.00687 -1.67090 6.11507 -1.31 0.96 0.00 0.00
N 2.84232 2.36837 -4.52757 1.56 0.31 -0.08 0.11
H -1.85139 -4.33140 0.23197 0.32 0.46 -0.45 0.00
C -0.33026 -0.08780 -0.02992 -0.67 0.59 0.20 0.00
N -3.76132 -0.29078 5.01645 -1.49 -1.95 6.56 0.00
C 3.98861 -3.17449 2.31430 0.07 -0.24 0.57 0.00
H -3.22414 2.83015 -4.98583 -0.81 0.83 -0.23 0.01
C 1.66078 2.23305 -3.91495 3.33 0.52 -2.46 0.12
O 2.94590 -1.72129 -1.05984 -1.31 -2.01 1.78 0.01
H 3.47468 1.19979 -2.05169 -0.11 0.00 0.25 0.03
N 0.81503 1.62880 -4.67365 -3.66 -1.42 -0.21 0.05
N -3.42558 1.20874 -2.55736 -2.69 -3.67 6.61 0.01
O -4.24149 1.00653 3.30017 -2.10 1.71 -0.38 0.00
N -2.43343 -0.27554 3.23692 0.87 -0.79 0.99 0.00
C -2.91094 1.65747 -3.62755 4.16 -2.22 0.44 0.03
N 0.78045 -0.38344 0.54214 3.83 -0.97 2.41 0.00
O -1.78316 1.38874 -4.00025 0.72 -0.70 -0.94 0.04
H 2.82637 2.13986 -5.51125 0.99 0.08 -0.09 0.11
O 1.17492 -1.10048 3.31454 -0.48 -0.36 0.20 0.00
C -0.98673 4.58802 -0.97604 -2.96 0.65 2.61 0.01
N -3.58735 -1.96936 0.99574 -2.84 3.65 -1.10 0.00
H -0.43225 3.27674 -2.37659 -0.09 -0.34 0.16 0.00
H 0.62219 5.10056 -2.08993 -0.25 -0.04 -0.09 0.00
C 1.02160 -1.47320 4.48011 -2.08 3.90 -0.62 0.00
H 4.45807 -0.34532 -3.45122 -0.29 0.28 0.28 0.07
H -4.65709 2.60825 -3.95461 0.46 -0.06 -0.26 0.01
H -0.27899 6.38017 -1.34853 0.36 -0.36 0.23 0.00
O 1.44955 2.65093 -2.81706 -0.97 1.04 3.81 0.04
H -4.24662 1.66073 -2.18092 0.11 -0.24 -0.02 0.00
H -4.32613 0.27048 5.63780 -0.04 -0.45 0.01 0.00
H 1.54312 -0.70307 -0.03775 -0.12 -0.50 0.24 0.00
C -3.56767 0.19480 3.87053 3.52 0.58 -6.57 0.00
N 4.42302 -4.19379 1.51820 0.93 -1.41 -0.08 0.00
H -0.06861 1.64825 -4.18486 -0.67 -0.63 -1.07 0.00
H 1.82326 -2.33320 6.15009 0.16 0.15 -0.64 0.00
O 4.20203 -3.07297 3.51890 0.15 -0.65 0.68 0.00
H -1.83914 -0.92873 3.72709 -0.32 -0.12 -0.17 0.00
N -0.20369 5.40323 -1.59354 3.64 4.43 -1.87 0.00
H -2.20000 -2.73654 -0.51727 0.56 -0.85 -0.04 0.00
```
Forces are in eV/Å.

- gap between HOMO and LUMO (alpha / beta) (eV) = 2.1 / 8.8
- multiplicity = 2
- ΔE to the lowest compared entry with this formula, charge and spin (kcal per mole) = 19.6
- HOMO level (alpha / beta) (eV) = 0.1 / -6.6
- total energy (hartree) = -2027.49981
- charge = -1

An isolated ion of composition C5H11N2O and charge +1 at a distorted geometry, computed with the ωB97M-V functional and the def2-TZVPD basis.

The geometry in XYZ format:
```
19
Properties=species:S:1:pos:R:3:forces:R:3:nbo_charge:R:1
H 3.41958 -0.92118 0.31129 -0.32 0.97 0.24 0.24
N -0.28980 -1.42640 -0.05914 -1.32 -0.45 1.77 -0.53
H -0.63855 -2.22865 0.48196 0.49 0.03 -0.28 0.44
N 1.57768 0.02723 -0.00332 -0.71 -2.48 -0.92 -0.31
C -1.14429 -0.41078 -0.19763 -1.30 2.63 -1.94 0.39
H 1.65293 -2.14048 -0.10179 -0.79 1.84 0.12 0.23
C 2.96524 0.09223 0.42039 0.88 -0.67 1.03 -0.42
C 1.01512 -1.18893 -0.09137 3.34 -2.19 0.17 0.24
H 1.08728 2.05728 0.14908 -0.52 -1.35 -0.75 0.23
H 3.58087 0.83807 -0.03343 -0.07 0.29 -1.33 0.24
H -1.18706 -0.05939 -1.21540 -0.09 0.40 0.03 0.18
O -2.30344 -0.30761 0.44599 3.37 -1.99 0.55 -0.47
C 0.79031 1.06202 -0.30744 -2.00 2.25 -1.42 -0.28
H -3.65119 0.38913 -1.03266 0.87 0.88 1.80 0.21
C -3.24120 0.63168 0.02846 -1.20 1.33 -0.86 -0.28
H 3.01643 0.44814 1.44159 -0.29 -0.54 0.62 0.24
H -3.92917 0.37093 0.77812 -2.09 0.12 0.30 0.22
H -2.99820 1.71538 0.32914 0.26 -1.52 -1.23 0.22
H 0.27745 1.05133 -1.34382 1.51 0.45 2.11 0.22
```
Forces are in eV/Å.

- gap between HOMO and LUMO (eV) = 8.9
- ΔE to the lowest compared entry with this formula, charge and spin (kcal per mole) = 114.6
- HOMO level (eV) = -12.4
- total energy (hartree) = -381.48129
- charge = +1

A 14-piece molecular cluster, C33H45BrCl28F2NO3PS overall at a distorted geometry, computed with the ωB97M-V functional and the def2-TZVPD basis.

The geometry in XYZ format:
```
115
Properties=species:S:1:pos:R:3:forces:R:3:mulliken_charge:R:1
H -1.90445 6.73339 -0.55257 -0.01 -0.11 -0.02 0.30
Cl 9.66087 4.75447 -2.60742 0.05 -0.07 0.04 -0.17
S -0.46445 0.20301 -0.19775 -0.09 0.38 -0.31 -0.28
C -6.73340 -0.63456 0.67105 -0.16 -0.04 -0.09 0.39
Cl 6.71219 4.45885 -4.55499 0.07 0.12 -0.07 -0.11
C 2.58796 0.53508 2.20722 -0.33 0.60 0.99 -0.39
H -4.37914 0.90443 -0.63419 0.34 0.21 -0.08 -0.15
H 6.50772 -1.01238 0.51858 0.07 -0.20 0.00 -0.27
C -0.80408 -1.15917 -2.49417 -0.24 -0.10 -0.09 -0.80
Cl -9.40336 -3.31287 5.52118 -0.24 -0.12 0.33 -0.05
C 1.58072 2.27332 0.51707 -0.86 -0.25 0.65 -0.43
C 4.97027 4.47678 -4.81542 0.06 0.19 -0.09 -0.38
Cl -5.20779 -0.49477 1.53876 0.05 -0.08 0.40 -0.14
C -1.46572 -1.61341 -3.62133 0.81 -0.17 -0.32 0.44
C 1.15129 0.34550 -0.95000 -1.07 -0.09 0.26 0.71
C -9.99979 -4.70818 6.42889 -0.16 0.10 0.12 -0.35
H -11.08397 -4.69941 6.41554 0.03 -0.04 -0.10 0.27
C 3.61008 0.36776 -2.16088 0.83 -0.37 -1.15 0.59
H 9.59644 3.56189 -0.57674 -0.02 0.12 0.00 0.37
F -4.62081 0.11118 -3.26766 0.11 0.16 0.04 -0.43
O 6.39529 0.44158 -2.10526 0.07 0.20 0.07 -0.58
Cl 2.97446 -1.81574 -3.73166 -0.08 0.18 0.13 -0.36
Cl -7.52177 -0.86488 -6.64363 -0.01 -0.01 0.06 -0.17
H 4.12293 -5.45241 8.53861 0.05 0.08 -0.07 0.28
H 4.31730 -0.96219 6.48022 -0.02 0.08 -0.09 0.31
C -3.37201 -0.27071 -2.96612 0.34 0.50 1.20 0.67
H -10.50889 -0.99195 4.13854 0.10 -0.02 -0.06 0.13
H 5.34927 -0.92725 -3.73110 -0.50 0.28 0.10 0.01
H 2.42008 -5.01207 8.79514 -0.02 0.10 -0.05 0.28
Cl 4.22447 3.10842 -3.97100 -0.84 1.28 -0.43 0.00
Cl 3.86359 -3.17398 9.06443 0.00 -0.03 0.07 -0.14
C -1.43969 -0.29338 -1.62360 1.17 0.13 0.63 0.01
C 4.38697 2.35295 -0.80812 0.13 0.77 0.52 -0.86
Cl 3.88245 -1.79680 4.32184 0.12 -0.20 0.11 -0.09
C 2.48043 7.06783 -1.60274 0.02 0.05 0.12 -0.33
Cl 2.14456 -0.17113 6.03114 -0.01 0.03 0.08 -0.20
H -9.63992 -4.64055 7.44938 0.10 -0.02 -0.06 0.29
Cl 7.41568 4.42692 -0.75810 -0.01 -0.04 0.05 -0.09
H -6.97487 -5.26050 2.75677 0.04 0.08 -0.07 0.32
C 2.05937 1.32925 -0.56643 0.35 0.22 0.14 0.24
H -7.15458 -1.61644 0.85327 0.10 -0.02 -0.06 -0.13
C -1.74808 6.22326 0.39163 -0.01 0.13 0.03 -0.44
Cl -6.46732 -0.42376 -1.06278 -0.35 -0.14 -0.08 -0.15
H 6.41456 -1.28303 2.27375 0.00 -0.10 0.03 0.15
Cl -9.43405 -6.22845 5.72372 -0.02 -0.03 0.03 -0.16
C -10.10719 -0.00525 3.93432 -0.08 -0.04 0.12 -0.17
C 8.90125 3.70819 -1.39542 0.00 -0.16 -0.05 -0.22
Cl -9.94272 0.18822 2.18536 -0.09 -0.01 -0.01 -0.14
H -6.47948 -2.93098 -6.21739 -0.08 0.01 -0.10 0.27
H -2.84302 1.03075 0.20249 -0.04 -0.36 -0.28 0.39
C 6.67605 -1.72528 1.31949 0.02 0.16 -0.16 0.51
C 5.10435 2.04973 0.53343 0.60 -1.60 -0.93 -0.05
C -3.32160 1.14437 -0.77422 -0.17 0.26 -0.79 -0.58
Cl 5.64710 -3.14365 1.04780 -0.14 0.03 0.02 -0.14
C -6.18320 -2.01634 -6.71870 0.06 0.03 0.12 0.19
C 4.44255 -6.37674 -0.81882 0.06 0.00 0.13 -0.24
C -7.78131 -4.55982 2.57168 -0.04 -0.09 0.10 -0.16
H 5.25929 1.31291 -4.03724 -0.15 -1.34 0.30 0.08
C 1.54851 1.64042 1.94735 0.11 -0.65 -1.20 -0.88
H -10.78360 0.75656 4.30530 0.09 0.06 -0.05 0.33
H 5.19546 2.35337 -1.54387 0.02 -0.22 0.31 0.75
Cl 3.01503 5.50324 -2.22773 -0.16 0.06 0.12 -0.02
H -2.24166 2.70302 -1.84270 -0.20 0.17 0.10 0.33
H 5.30058 -5.83995 -0.42809 -0.03 0.07 -0.09 0.14
C 1.44177 -0.60005 -1.90614 0.17 -0.68 -0.45 -1.72
C -2.74221 -1.13403 -3.82969 -0.58 -0.56 -1.23 0.57
H 2.36064 0.12344 3.19661 0.10 0.03 -0.23 -0.11
Cl 0.51598 -2.83221 -0.98091 0.04 -0.40 0.03 -0.07
H 4.55647 5.40040 -4.42516 0.05 -0.07 0.12 0.19
P 5.24339 0.29653 -3.03668 1.39 -0.16 0.56 0.64
H -2.89831 -1.99738 -5.51930 -0.13 0.01 0.01 0.25
Cl -8.06116 -4.45702 0.82746 -0.02 -0.04 -0.01 -0.18
Cl -3.10604 5.13110 0.67807 -0.11 0.98 0.55 -0.15
H -8.69095 -4.90293 3.05413 -0.02 0.09 -0.03 0.11
H 1.57346 2.45920 2.67299 0.10 -0.19 -0.07 0.57
Cl 3.13087 -4.57289 6.59481 -0.01 -0.48 0.07 -0.14
H 2.53774 -0.30851 1.51107 0.08 0.32 -0.10 0.21
N 0.52742 -1.63639 -2.26579 -0.33 0.48 0.34 0.28
Cl 4.75837 -6.80418 -2.50534 0.05 -0.04 0.01 -0.17
H -1.70010 6.94258 1.20155 0.02 -0.09 0.04 0.35
Cl -7.33827 -2.99186 3.24899 0.30 0.06 -0.24 -0.11
H -1.21521 -2.71777 -5.51537 0.33 0.20 0.08 0.52
Cl 3.01252 -5.35045 -0.66461 0.03 0.02 0.03 -0.04
H -0.81292 -3.58683 -4.04773 0.10 0.17 -0.19 0.31
C 3.35839 -4.70868 8.34469 -0.03 -0.13 0.04 -0.24
Cl 3.14987 8.40550 -2.54686 -0.03 0.02 0.03 -0.18
H 4.76256 4.39651 -5.87678 0.02 -0.17 0.04 0.36
C 2.67940 -0.59259 -2.52614 -0.34 0.06 0.04 1.27
H 0.56462 1.15116 2.00371 0.14 0.33 0.24 0.28
Br 4.99987 3.36377 2.00894 0.12 -0.23 -0.52 -0.15
H 1.40007 7.11014 -1.65154 -0.02 -0.03 -0.09 0.22
Cl -5.75040 -2.39707 -8.39325 0.07 -0.07 0.01 -0.18
H 3.99875 3.37223 -0.81639 -0.15 -0.28 0.18 0.05
F 2.22508 3.50622 0.52110 0.16 -0.18 -0.09 -0.23
H -4.01150 2.98633 -1.74797 0.28 0.05 0.05 0.49
H 4.28219 -7.28722 -0.25237 -0.07 0.00 -0.08 0.31
O -3.48045 -1.50602 -4.92744 0.20 -0.08 -0.02 -0.59
H 0.52383 2.48583 0.29128 0.33 0.20 -0.16 0.40
C 3.32212 1.32455 -1.17574 0.17 0.29 0.30 0.29
H 2.81150 7.16334 -0.57426 0.08 -0.02 -0.06 0.28
H -5.32068 -1.58326 -6.22491 -0.10 0.07 -0.06 -0.10
C -3.13013 2.63021 -1.20093 0.08 -0.63 0.27 -0.68
Cl -0.21693 5.34114 0.32182 0.08 0.06 -0.03 -0.02
Cl -8.55677 0.15898 4.76924 -0.04 0.00 -0.01 -0.14
C -2.72930 0.18056 -1.81034 -0.42 0.28 0.64 0.76
H 3.11119 -2.27344 6.48911 0.00 0.43 -0.21 -0.29
O 5.73946 1.04251 0.65742 -0.88 1.61 0.56 -0.52
H 3.59058 0.95873 2.28975 -0.04 -0.33 -0.21 0.25
H -2.95891 3.25768 -0.30925 -0.20 -0.86 -0.99 -0.35
H -7.41611 0.13019 1.02039 0.12 0.07 -0.01 0.09
H 8.65844 2.75527 -1.85522 -0.10 0.07 -0.04 0.13
Cl 8.38917 -2.16321 1.34527 0.04 0.02 0.03 -0.21
H 0.30927 -2.34964 -4.59170 -0.25 0.01 -0.26 0.07
C -0.75120 -2.59751 -4.52873 -0.59 -0.38 0.47 -1.42
C 3.44532 -1.37171 5.98203 0.04 -0.02 0.11 0.22
```
Forces are in eV/Å.

- gap between HOMO and LUMO (eV) = 8.3
- ΔE to the lowest compared entry with this formula, charge and spin (kcal per mole) = 0.0
- HOMO level (eV) = -8.4
- total energy (hartree) = -17963.51556